No. 1
Here is the ion CH3N2O5S with charge -1 from the OMol25 dataset. Energies are from ωB97M-V with the def2-TZVPD basis set.

Each line ends with the natural charge from an NBO analysis.
Geometry (Å):
N 0.41187 1.06274 -1.23205  -0.868
C -0.42540 0.01714 -0.61497  -0.175
N -0.07549 -1.31940 -0.76288  0.490
O -0.88132 -2.16058 -0.33961  -0.440
O 0.98779 -1.56203 -1.25005  -0.428
S -0.13266 0.34166 1.52770  2.326
O 0.59832 1.59174 1.33861  -0.994
O 0.76075 -0.73285 1.94218  -0.972
O -1.51379 0.30204 2.01671  -0.957
H 0.57644 1.93019 -0.75252  0.408
H 1.25058 0.47861 -1.30244  0.381
H -1.55710 0.05074 -0.57068  0.231

Properties
SMILES: N[C@@H]([N+](=O)[O-])S(=O)(=O)[O-]
Highest occupied orbital energy: -4.76 eV
Maximum force: 5.4 eV/Å
Total charge: -1
Gap between HOMO and LUMO: 8.442 eV
Calculated total energy: -25136.87976 eV

=====

No. 2
Here is an isolated molecule of CH3N2OP from the OMol25 dataset. Energies are from ωB97M-V with the def2-TZVPD basis set.

Each line ends with the natural charge from an NBO analysis.
Geometry (Å):
C -1.16325 -0.14069 -0.34604  -0.159
N 0.01272 0.20746 -0.59932  -0.072
N 1.20334 0.00000 -0.43317  -0.473
O 1.45647 0.62579 2.13621  -1.044
P 2.04984 -0.06018 0.98242  1.423
H -1.96170 0.42983 -0.79002  0.201
H -1.40204 -1.00634 0.25785  0.188
H 3.21538 0.53592 0.46896  -0.065

Properties
Highest occupied orbital energy (alpha / beta): -8.82 / -8.83 eV
Maximum force: 1.6 eV/Å
Total charge: 0
Gap between HOMO and LUMO (alpha / beta): 7.785 / 7.843 eV
Calculated total energy: -15399.30485 eV

=====

No. 3
Here is an isolated molecule of CH3N2OP from the OMol25 dataset. Energies are from ωB97M-V with the def2-TZVPD basis set.

Each line ends with the natural charge from an NBO analysis.
Geometry (Å):
C -0.40250 0.11619 -0.19583  -0.132
N 0.63895 0.79006 0.54472  -0.528
N -0.46366 1.47764 0.05130  -0.054
O 2.97650 -0.80476 0.34375  -1.033
P 2.66625 0.50162 -0.24693  0.903
H -0.26111 -0.11537 -1.20928  0.207
H -0.97104 -0.64638 0.37230  0.203
H 0.82705 0.66515 1.59698  0.434

Properties
Highest occupied orbital energy (alpha / beta): -6.70 / -10.58 eV
Maximum force: 2.5 eV/Å
Total charge: 0
Gap between HOMO and LUMO (alpha / beta): 7.533 / 8.917 eV
2S+1: 3
Calculated total energy: -15397.46847 eV

=====

No. 4
Here is the ion CH3N2OS with charge -1 from the OMol25 dataset. Energies are from ωB97M-V with the def2-TZVPD basis set.

Each line ends with the natural charge from an NBO analysis.
Geometry (Å):
C -1.07234 -0.20649 -0.38405  -0.481
N -0.08171 0.75652 -0.41573  -0.467
N 1.19248 0.29845 0.51367  0.097
O 1.19834 -0.83137 0.99741  -0.454
S 2.41169 1.39378 0.51064  -0.211
H -1.60112 0.14068 -1.23831  0.213
H -0.61112 -1.25272 -0.70627  0.140
H -1.43621 -0.29885 0.72264  0.164

Properties
SMILES: C/N=[N+](\[O-])[S-]
Highest occupied orbital energy (alpha / beta): -2.88 / -2.87 eV
Maximum force: 5.8 eV/Å
Total charge: -1
Gap between HOMO and LUMO (alpha / beta): 7.057 / 7.051 eV
Calculated total energy: -16945.16930 eV

=====

No. 5
Here is an isolated molecule of CH3N2PS from the OMol25 dataset. Energies are from ωB97M-V with the def2-TZVPD basis set.

Each line ends with the natural charge from an NBO analysis.
Geometry (Å):
N -2.49313 -1.26015 2.13370  -0.224
C -1.94905 -0.69594 1.34469  -0.141
P -1.23260 0.39166 0.19291  1.238
N 0.43307 0.17131 0.50093  -1.179
S -1.86086 2.22700 0.40804  -0.497
H -1.46732 -0.30391 -0.91248  -0.051
H 0.73600 -0.77466 0.15209  0.411
H 0.96254 0.75164 1.16989  0.443

Properties
SMILES: N#C[P@H](N)=S
Highest occupied orbital energy: -9.56 eV
Maximum force: 5.3 eV/Å
Total charge: 0
Gap between HOMO and LUMO: 9.855 eV
Calculated total energy: -24189.54274 eV

=====

No. 6
Here is an isolated molecule of CH3N2PS from the OMol25 dataset. Energies are from ωB97M-V with the def2-TZVPD basis set.

Each line ends with the natural charge from an NBO analysis.
Geometry (Å):
C 0.59197 0.26115 -0.33760  -0.431
N -0.12518 1.13702 0.43441  -0.062
N -1.30819 0.99997 0.51517  -0.417
P -2.25519 -0.26836 -0.13523  0.626
S -0.24524 -1.18908 -1.09038  -0.186
H 1.00045 0.93963 -1.03153  0.236
H 1.55328 -0.08973 0.16519  0.243
H -2.02440 -1.09302 1.13681  -0.009

Properties
SMILES: C1N=NPS1
Highest occupied orbital energy: -8.91 eV
Maximum force: 4.4 eV/Å
Total charge: 0
Gap between HOMO and LUMO: 8.902 eV
Calculated total energy: -24187.50978 eV

=====

Which formula does entry 1 have? CH3N2O5S